[1]
Formula: C20H58As2BaF12O13S
Source: the OMol25 dataset
Level of theory: ωB97M-V/def2-TZVPD

Atoms and positions in Å:
1 Ba -19.223 4.829 1.185
2 As -22.935 6.465 3.048
3 F -21.950 7.840 2.915
4 F -23.602 6.710 1.485
5 F -23.681 4.900 3.277
6 F -22.145 6.233 4.498
7 F -24.298 7.199 3.776
8 F -21.723 5.495 2.235
9 As -18.441 2.193 -2.166
10 F -16.824 2.460 -2.410
11 F -18.392 1.155 -3.505
12 F -20.157 2.099 -1.972
13 F -18.400 3.213 -0.700
14 F -18.739 3.577 -3.062
15 F -18.228 0.825 -1.077
16 C -12.640 3.199 4.533
17 C -13.640 4.355 4.483
18 O -14.917 3.994 3.886
19 H -12.273 2.909 3.524
20 H -12.976 2.291 5.054
21 H -11.790 3.649 5.027
22 H -13.276 5.151 3.857
23 H -13.724 4.744 5.479
24 H -15.364 3.518 4.562
25 C -17.480 0.965 4.116
26 C -17.335 1.337 2.625
27 O -17.298 2.772 2.327
28 H -16.546 1.236 4.613
29 H -17.657 -0.117 4.135
30 H -18.348 1.541 4.510
31 H -18.267 1.049 2.127
32 H -16.432 0.923 2.191
33 H -16.393 3.025 2.518
34 C -23.202 2.273 6.599
35 C -22.168 3.051 5.802
36 O -22.264 2.736 4.402
37 H -22.980 2.393 7.673
38 H -23.255 1.211 6.464
39 H -24.213 2.587 6.449
40 H -21.165 2.781 6.031
41 H -22.297 4.104 6.092
42 H -22.767 3.482 4.013
43 C -16.624 6.928 -3.062
44 C -17.796 7.071 -2.110
45 O -17.941 5.892 -1.341
46 H -16.913 6.243 -3.887
47 H -15.659 6.639 -2.556
48 H -16.496 7.937 -3.527
49 H -18.677 7.364 -2.701
50 H -17.586 7.823 -1.384
51 H -18.287 5.176 -1.858
52 C -20.852 9.205 -0.921
53 C -19.916 8.906 0.239
54 O -20.115 7.590 0.781
55 H -20.724 8.467 -1.751
56 H -20.655 10.210 -1.333
57 H -21.938 9.056 -0.666
58 H -20.195 9.604 1.058
59 H -18.887 9.008 -0.043
60 H -20.755 7.655 1.556
61 C -21.451 5.705 -2.808
62 C -21.824 5.670 -1.355
63 O -21.175 4.579 -0.771
64 H -21.756 6.605 -3.284
65 H -21.927 4.836 -3.336
66 H -20.384 5.639 -2.862
67 H -22.928 5.628 -1.187
68 H -21.512 6.603 -0.824
69 H -21.184 3.848 -1.405
70 C -18.355 7.563 5.544
71 C -18.379 6.132 5.130
72 O -19.252 5.802 4.053
73 H -17.661 7.711 6.392
74 H -19.354 8.014 5.784
75 H -17.922 8.180 4.720
76 H -18.574 5.492 6.006
77 H -17.336 5.824 4.828
78 H -20.173 5.835 4.294
79 C -15.306 7.371 1.046
80 C -16.418 7.203 2.079
81 O -16.579 5.853 2.397
82 H -14.354 7.431 1.504
83 H -15.451 8.337 0.600
84 H -15.380 6.447 0.402
85 H -17.404 7.551 1.699
86 H -16.155 7.839 2.988
87 H -15.870 5.429 2.900
88 C -22.712 1.748 1.279
89 C -21.231 1.356 1.485
90 O -20.566 2.401 2.225
91 H -23.082 1.137 0.467
92 H -22.994 2.786 0.927
93 H -23.224 1.488 2.147
94 H -20.659 1.259 0.549
95 H -21.202 0.441 2.039
96 H -21.069 2.556 3.051
97 C -14.640 2.947 -0.586
98 C -13.792 3.496 -1.760
99 O -13.158 4.619 -1.123
100 S -12.726 4.290 0.402
101 O -12.828 5.476 1.147
102 O -11.562 3.486 0.391
103 O -13.989 3.365 0.629
104 H -14.773 1.914 -0.478
105 H -15.557 3.580 -0.500
106 H -14.482 3.824 -2.529
107 H -13.002 2.853 -2.050

The value obtained for the orbital gap is 10.441 eV. Its total charge is 0. The value obtained for the largest force on an atom is 3.4 eV Å⁻¹. The value obtained for the total energy is -214123.7206 eV. The LUMO energy comes out at 0.075 eV.

=====

[2]
Formula: C4H4N2O
Source: the OMol25 dataset
Level of theory: ωB97M-V/def2-TZVPD

Atoms and positions in Å:
1 C 1.278 0.676 -0.015
2 C 1.242 -0.676 -0.060
3 C -2.436 0.040 -0.419
4 C -1.101 -0.024 0.086
5 N -0.094 0.738 -0.641
6 N -0.038 -0.701 -0.737
7 O -3.422 -0.017 0.292
8 H 2.129 1.316 0.173
9 H 1.916 -1.417 0.289
10 H -2.518 0.061 -1.461
11 H -1.029 -0.252 1.168

The value obtained for the orbital gap is 9.885 eV. Its SMILES is O=CC1n2ccn21. Its total charge is 0. The value obtained for the largest force on an atom is 4.5 eV Å⁻¹. The value obtained for the total energy is -9235.2232 eV. The LUMO energy comes out at 0.009 eV.

=====

[3]
Formula: C20H40OsP2Si
Source: the OMol25 dataset
Level of theory: ωB97M-V/def2-TZVPD

Atoms and positions in Å:
1 P 0.210 -1.633 -0.552
2 P 0.063 1.502 0.834
3 C 0.152 -0.046 -1.540
4 C 0.636 1.252 -0.888
5 H -0.867 0.063 -1.937
6 H 0.793 -0.274 -2.394
7 H 1.731 1.300 -0.860
8 H 0.291 2.119 -1.457
9 C -1.716 1.852 0.751
10 H -1.948 2.584 1.528
11 H -2.222 0.877 0.976
12 H -1.983 2.221 -0.237
13 C 1.052 2.793 1.532
14 H 0.739 3.785 1.162
15 H 2.094 2.594 1.244
16 H 0.954 2.699 2.622
17 C -0.952 -2.830 -1.233
18 H -0.897 -3.736 -0.614
19 H -0.716 -3.081 -2.273
20 H -1.969 -2.417 -1.154
21 C 1.910 -2.194 -0.759
22 H 2.570 -1.510 -0.212
23 H 2.196 -2.219 -1.820
24 H 1.995 -3.201 -0.331
25 Os -0.627 -0.589 1.218
26 C 0.462 1.402 -4.089
27 C -0.870 1.445 -3.893
28 C -1.878 0.759 -4.757
29 C -1.458 -0.643 -5.267
30 C -0.759 -1.490 -4.258
31 C 0.576 -1.630 -4.155
32 C 1.567 -0.797 -4.913
33 C 1.180 0.685 -5.189
34 C -0.126 -2.294 2.284
35 H 1.114 2.043 -3.485
36 H -1.295 2.128 -3.148
37 H -2.116 1.378 -5.638
38 H -2.812 0.666 -4.179
39 H -2.394 -1.167 -5.513
40 H -0.883 -0.557 -6.200
41 H -1.445 -2.109 -3.675
42 H 1.008 -2.495 -3.635
43 H 1.753 -1.264 -5.896
44 H 2.534 -0.814 -4.381
45 H 2.134 1.219 -5.326
46 H 0.643 0.761 -6.145
47 H 0.509 -1.944 3.117
48 H 0.327 -3.152 1.763
49 H -1.113 -2.593 2.690
50 C -1.539 1.444 6.443
51 Si 0.004 0.597 5.787
52 C 1.538 1.436 6.472
53 C -0.027 -1.218 6.267
54 C 0.106 0.854 3.951
55 C -0.121 0.495 2.745
56 H -1.480 1.611 7.526
57 H -2.443 0.857 6.236
58 H -1.653 2.421 5.952
59 H 1.484 1.603 7.556
60 H 2.434 0.841 6.255
61 H 1.650 2.410 5.975
62 H -0.880 -1.742 5.814
63 H 0.891 -1.732 5.948
64 H -0.109 -1.326 7.359

The value obtained for the orbital gap (alpha / beta) is 7.081 / 4.790 eV. Its spin multiplicity is 5. As for the expectation value of S²: 6.0516. Its total charge is +2. The value obtained for the largest force on an atom is 4.3 eV Å⁻¹. The value obtained for the total energy is -50288.9947 eV. The LUMO energy (alpha / beta) comes out at -6.774 / -9.362 eV.

=====

[4]
Formula: C5H12O3
Source: the OMol25 dataset
Level of theory: ωB97M-V/def2-TZVPD

Atoms and positions in Å:
1 C -1.536 -1.384 0.511
2 C -1.033 -0.433 -0.567
3 C 0.220 0.389 -0.255
4 C 1.335 -0.616 0.100
5 O 1.311 -1.076 1.428
6 C 0.383 1.555 0.699
7 O -0.758 2.142 0.128
8 H -1.512 -0.919 1.505
9 H -2.569 -1.700 0.307
10 H -0.909 -2.285 0.541
11 H -0.847 -0.992 -1.498
12 H -1.852 0.236 -0.874
13 H 1.265 -1.498 -0.553
14 H 2.319 -0.177 -0.143
15 H 2.217 -1.045 1.764
16 H 0.207 1.293 1.750
17 H 1.262 2.191 0.528
18 O 0.570 1.276 -1.788
19 H -0.354 2.318 -1.065
20 H 0.281 0.721 -2.517

The value obtained for the orbital gap is 9.396 eV. Its total charge is 0. The value obtained for the largest force on an atom is 5.7 eV Å⁻¹. The value obtained for the total energy is -11518.1155 eV. The LUMO energy comes out at 0.623 eV.

=====

[5]
Formula: C39H63N3O11
Source: the OMol25 dataset
Level of theory: ωB97M-V/def2-TZVPD

Atoms and positions in Å:
1 O 4.329 2.041 -4.273
2 C 3.256 2.560 -4.262
3 O 3.062 3.820 -4.721
4 C 1.696 4.225 -4.528
5 C 1.127 3.255 -3.492
6 C 1.930 1.998 -3.789
7 H 1.206 4.193 -5.503
8 H 1.654 5.253 -4.171
9 H 0.065 3.082 -3.648
10 H 1.406 3.605 -2.499
11 H 1.494 1.446 -4.625
12 H 2.109 1.355 -2.934
13 O -1.488 6.172 1.622
14 C -0.601 5.764 0.920
15 O 0.264 4.838 1.377
16 C 1.295 4.540 0.420
17 C 1.204 5.659 -0.626
18 C -0.235 6.143 -0.516
19 H 1.061 3.561 0.005
20 H 2.276 4.572 0.882
21 H 1.431 5.304 -1.629
22 H 1.861 6.495 -0.390
23 H -0.984 5.570 -1.072
24 H -0.381 7.214 -0.614
25 O 5.129 0.248 4.865
26 C 4.401 -0.491 4.279
27 O 4.316 -0.507 2.925
28 C 3.395 -1.487 2.477
29 C 3.355 -2.533 3.604
30 C 3.630 -1.680 4.841
31 H 3.741 -1.956 1.559
32 H 2.412 -1.045 2.300
33 H 4.069 -3.339 3.430
34 H 2.397 -3.058 3.609
35 H 4.293 -2.191 5.535
36 H 2.704 -1.423 5.352
37 N 0.385 -6.258 1.314
38 C 0.162 -4.987 0.848
39 C 1.369 -4.360 0.727
40 C 2.367 -5.300 1.087
41 C 1.733 -6.469 1.435
42 H -0.314 -6.973 1.382
43 H -0.835 -4.651 0.601
44 H 1.591 -3.392 0.307
45 H 3.427 -5.101 1.058
46 H 2.160 -7.367 1.848
47 N -1.003 0.551 -1.229
48 C 0.307 0.747 -0.918
49 C 0.736 -0.300 -0.140
50 C -0.381 -1.162 0.034
51 C -1.449 -0.587 -0.607
52 H -1.562 1.170 -1.788
53 H 0.905 1.574 -1.257
54 H 1.743 -0.434 0.215
55 H -0.384 -2.037 0.665
56 H -2.493 -0.832 -0.715
57 N -1.805 -2.276 4.283
58 C -3.021 -2.532 4.870
59 C -3.198 -3.883 4.831
60 C -2.088 -4.485 4.201
61 C -1.255 -3.448 3.845
62 H -1.374 -1.387 4.111
63 H -3.644 -1.703 5.159
64 H -4.084 -4.412 5.150
65 H -1.979 -5.529 3.970
66 H -0.383 -3.364 3.213
67 C 5.923 3.248 -1.194
68 C 4.574 2.642 -0.896
69 O 3.588 3.229 -1.293
70 C 4.489 1.275 -0.280
71 H 5.831 4.318 -1.008
72 H 6.265 3.099 -2.219
73 H 6.747 2.858 -0.591
74 H 4.881 1.288 0.740
75 H 5.211 0.650 -0.810
76 H 3.445 0.997 -0.382
77 C 4.191 -1.434 -3.252
78 C 3.336 -2.026 -2.182
79 O 3.517 -1.781 -1.007
80 C 2.147 -2.848 -2.586
81 H 4.726 -2.206 -3.812
82 H 4.877 -0.715 -2.815
83 H 3.552 -0.977 -4.010
84 H 1.739 -2.614 -3.569
85 H 1.395 -2.779 -1.806
86 H 2.464 -3.893 -2.687
87 C -6.966 0.081 -2.366
88 C -5.757 0.035 -1.455
89 O -4.648 -0.152 -1.906
90 C -5.981 0.368 -0.006
91 H -7.772 -0.451 -1.847
92 H -6.739 -0.430 -3.296
93 H -7.318 1.099 -2.522
94 H -6.602 -0.385 0.480
95 H -6.515 1.321 0.053
96 H -5.028 0.496 0.501
97 C -2.603 2.909 0.741
98 C -2.838 3.512 -0.622
99 O -2.023 3.367 -1.508
100 C -4.171 4.182 -0.821
101 H -2.603 3.672 1.524
102 H -1.608 2.464 0.793
103 H -3.328 2.123 0.949
104 H -4.163 5.094 -0.213
105 H -5.008 3.558 -0.525
106 H -4.261 4.525 -1.852
107 C -5.492 -3.750 -0.353
108 C -4.095 -3.774 0.240
109 O -3.337 -4.658 -0.078
110 C -3.790 -2.756 1.292
111 H -5.814 -2.733 -0.587
112 H -6.179 -4.169 0.386
113 H -5.553 -4.345 -1.260
114 H -4.149 -1.773 0.986
115 H -2.734 -2.698 1.542
116 H -4.337 -3.082 2.182

The value obtained for the orbital gap is 8.378 eV. Its SMILES is c1cc[nH]c1.c1cc[nH]c1.c1cc[nH]c1.O=C1CCCO1.O=C1CCCO1.O=C1CCCO1.CC(C)=O.CC(C)=O.CC(C)=O.CC(C)=O.CC(C)=O. Its total charge is 0. The value obtained for the largest force on an atom is 1.4 eV Å⁻¹. The value obtained for the total energy is -68457.8548 eV. The LUMO energy comes out at 0.210 eV.

=====

[6]
Formula: C4H11OP
Source: the OMol25 dataset
Level of theory: ωB97M-V/def2-TZVPD

Atoms and positions in Å:
1 C -0.954 -1.120 0.795
2 C -0.959 1.881 0.328
3 C 0.885 -1.023 -0.813
4 C -0.506 -0.679 -0.548
5 O -0.121 1.144 -0.535
6 P 1.901 0.388 0.194
7 H -0.562 -0.542 1.657
8 H -0.697 -2.131 0.838
9 H -2.019 -1.165 0.937
10 H -1.502 2.691 -0.200
11 H -0.373 2.364 1.041
12 H -1.558 1.132 0.815
13 H 1.228 -1.037 -1.797
14 H 1.028 -1.897 -0.211
15 H -1.157 -0.777 -1.394
16 H 2.199 1.247 -0.996
17 H 3.166 -0.475 -0.111

The value obtained for the orbital gap is 9.686 eV. Its total charge is 0. The value obtained for the largest force on an atom is 3.9 eV Å⁻¹. The value obtained for the total energy is -15659.0455 eV. The LUMO energy comes out at 0.912 eV.

=====

[7]
Formula: C26H37N7O7PSSiY
Source: the OMol25 dataset
Level of theory: ωB97M-V/def2-TZVPD

Atoms and positions in Å:
1 Y 0.562 0.077 -0.253
2 C 0.932 -4.086 -2.375
3 O -0.438 -4.302 -2.048
4 C -1.337 -3.349 -2.452
5 C -2.466 -3.777 -3.115
6 C -3.446 -2.870 -3.526
7 C -3.263 -1.531 -3.270
8 C -2.133 -1.068 -2.577
9 C -2.058 0.361 -2.330
10 N -1.201 0.985 -1.604
11 N -1.380 2.367 -1.584
12 C -0.593 2.945 -0.718
13 O 0.228 2.337 0.073
14 C -0.646 4.435 -0.657
15 C 0.315 5.121 0.075
16 C 0.293 6.507 0.139
17 C -0.697 7.217 -0.524
18 C -1.662 6.536 -1.256
19 C -1.635 5.152 -1.326
20 C -1.147 -1.981 -2.136
21 O -0.106 -1.613 -1.441
22 H 1.390 -5.073 -2.441
23 H 1.030 -3.580 -3.338
24 H 1.437 -3.493 -1.614
25 H -2.567 -4.837 -3.314
26 H -4.323 -3.218 -4.055
27 H -4.001 -0.808 -3.600
28 H -2.825 0.968 -2.814
29 H 1.088 4.557 0.579
30 H 1.054 7.034 0.702
31 H -0.716 8.299 -0.475
32 H -2.434 7.086 -1.778
33 H -2.373 4.609 -1.900
34 C 1.987 -7.364 2.090
35 Si 0.647 -6.064 1.914
36 C -0.242 -5.958 3.559
37 C -0.494 -6.594 0.537
38 C 1.532 -4.432 1.520
39 C 2.917 -4.408 1.421
40 C 3.597 -3.228 1.152
41 C 2.860 -2.078 0.990
42 N 1.517 -2.053 1.060
43 C 0.866 -3.203 1.310
44 S -0.894 -3.222 1.308
45 H 1.518 -8.321 2.334
46 H 2.695 -7.133 2.889
47 H 2.549 -7.505 1.163
48 H -0.555 -6.960 3.866
49 H -1.128 -5.328 3.493
50 H 0.409 -5.562 4.342
51 H -0.896 -7.586 0.763
52 H 0.037 -6.653 -0.414
53 H -1.324 -5.904 0.402
54 H 3.480 -5.323 1.555
55 H 4.675 -3.199 1.066
56 H 3.342 -1.133 0.770
57 N 2.263 1.113 1.511
58 N 3.472 1.421 0.844
59 C 3.440 1.359 -0.588
60 O 4.276 2.000 -1.186
61 O 2.539 0.562 -1.054
62 H 1.690 1.944 1.645
63 H 2.476 0.678 2.399
64 H 3.917 2.275 1.154
65 N -3.994 -0.389 0.888
66 C -3.046 -1.505 0.874
67 P -1.704 -1.202 2.130
68 O -2.788 -0.550 3.216
69 O -0.841 -0.065 1.572
70 C -0.668 -1.562 3.657
71 N -0.463 -0.189 4.259
72 H -3.608 0.400 0.379
73 H -3.556 -0.229 2.687
74 H -4.866 -0.645 0.443
75 H -2.539 -1.655 -0.080
76 H -3.562 -2.432 1.130
77 H 0.303 -1.940 3.357
78 H -1.144 -2.215 4.382
79 H -1.376 0.140 4.586
80 H -0.222 0.412 3.452
81 H 0.240 -0.140 4.991

The value obtained for the orbital gap is 6.637 eV. Its total charge is 0. The value obtained for the largest force on an atom is 0.5 eV Å⁻¹. The value obtained for the total energy is -81378.2981 eV. The LUMO energy comes out at -0.696 eV.

=====

[8]
Formula: C2H9N3O
Source: the OMol25 dataset
Level of theory: ωB97M-V/def2-TZVPD

Atoms and positions in Å:
1 N -0.685 -1.720 0.254
2 C -1.722 -1.145 0.764
3 N -2.005 0.168 0.656
4 H -0.066 -0.560 -1.027
5 H -0.767 -2.724 0.202
6 H -2.139 -1.683 1.623
7 H -2.343 0.656 1.470
8 H -1.335 0.666 0.068
9 N 2.396 0.658 -0.183
10 C 1.121 1.225 -0.583
11 O 0.251 0.353 -1.215
12 H 3.087 0.731 -0.931
13 H 2.299 -0.348 -0.152
14 H 0.697 1.662 0.335
15 H 1.209 2.061 -1.279

The value obtained for the orbital gap is 10.193 eV. Its SMILES is [H]/N=C/N.NCO. Its total charge is 0. The value obtained for the largest force on an atom is 3.0 eV Å⁻¹. The value obtained for the total energy is -8736.6903 eV. The LUMO energy comes out at 0.934 eV.

=====

[9]
Formula: C4H6O5Tl
Source: the OMol25 dataset
Level of theory: ωB97M-V/def2-TZVPD

Atoms and positions in Å:
1 O -2.336 1.202 2.234
2 C -2.215 -0.036 1.857
3 O -0.953 -0.445 1.606
4 O -3.057 -0.869 2.183
5 H -1.583 1.770 2.018
6 C -2.309 -3.265 2.357
7 C -0.927 -3.337 2.480
8 O -0.261 -3.203 1.212
9 C 0.946 -3.698 1.007
10 O 1.374 -2.903 0.028
11 Tl -0.070 -1.388 0.040
12 H -2.856 -3.559 3.253
13 H -2.716 -3.252 1.342
14 H -0.462 -4.140 3.052
15 H -0.767 -1.263 2.561
16 H 2.220 -3.169 -0.363

The value obtained for the orbital gap (alpha / beta) is 4.801 / 4.613 eV. Its total charge is +3. The value obtained for the largest force on an atom is 7.3 eV Å⁻¹. The value obtained for the total energy is -19130.6342 eV. The LUMO energy (alpha / beta) comes out at -18.530 / -18.550 eV.